C35H42BrCsN4OSSi3 | ωB97M-V/def2-TZVPD

**HOMO-LUMO gap**: 0.2006 Eh
**Highest occupied orbital energy**: -1.7 eV
**F_max**: 0.4 eV/Å

Structure (ORCA input):
```
! RIJCOSX wB97M-V def2-TZVPD def2/J DEFGRID3
* xyz -2 1
Cs 1.48 -0.03 -1.37
Br 2.48 -7.36 -4.66
C 1.76 -5.75 -3.91
C 1.03 -4.88 -4.73
C 0.51 -3.73 -4.21
C 0.68 -3.35 -2.82
O 0.19 -2.28 -2.39
C 1.44 -4.28 -2.01
C 1.74 -4.10 -0.61
N 1.44 -3.12 0.16
C 1.75 -3.25 1.51
C 1.51 -4.42 2.21
C 1.78 -4.53 3.59
C 2.26 -3.46 4.30
C 2.49 -2.23 3.63
C 2.94 -1.08 4.32
C 3.10 0.09 3.65
C 2.80 0.12 2.27
N 2.39 -0.93 1.60
C 2.23 -2.11 2.25
C 1.96 -5.45 -2.59
H 0.88 -5.12 -5.78
H -0.05 -3.04 -4.82
H 2.34 -4.93 -0.20
H 1.07 -5.25 1.68
H 1.57 -5.46 4.10
H 2.46 -3.54 5.36
H 3.15 -1.15 5.38
H 3.42 1.00 4.14
H 2.88 1.05 1.71
H 2.52 -6.14 -1.97
C -2.74 -0.05 -2.42
Si -3.38 -0.06 -0.64
C -5.15 0.66 -0.76
C -3.70 -1.90 -0.29
C -2.34 0.75 0.58
Si -1.98 -0.03 2.16
C -3.47 -0.21 3.34
C -1.29 -1.79 2.06
C -0.73 0.92 3.22
Si -2.16 2.52 0.49
C -2.45 3.31 -1.21
C -3.29 3.51 1.66
C -0.41 3.21 0.88
C -0.14 4.22 1.81
C 1.15 4.70 1.96
C 2.16 4.18 1.16
C 1.82 3.19 0.25
N 0.58 2.71 0.12
H -3.47 -0.51 -3.10
H -1.82 -0.64 -2.49
H -2.53 0.96 -2.78
H -5.74 0.14 -1.51
H -5.14 1.73 -1.01
H -5.65 0.56 0.21
H -4.40 -2.29 -1.04
H -4.15 -2.06 0.70
H -2.78 -2.47 -0.35
H -4.28 -0.79 2.88
H -3.88 0.77 3.61
H -3.17 -0.72 4.26
H -2.09 -2.52 1.89
H -0.77 -2.07 2.98
H -0.59 -1.88 1.22
H -1.09 1.92 3.49
H 0.23 1.04 2.71
H -0.56 0.37 4.15
H -3.42 3.04 -1.64
H -1.67 3.00 -1.90
H -2.41 4.40 -1.12
H -4.33 3.26 1.42
H -3.17 4.60 1.56
H -3.14 3.25 2.71
H -0.94 4.61 2.42
H 1.37 5.47 2.69
H 3.18 4.53 1.21
H 2.59 2.78 -0.41
S 4.63 1.94 -2.04
C 3.64 2.75 -3.21
C 4.25 3.53 -4.22
C 3.48 4.18 -5.15
C 2.09 4.05 -5.10
C 1.57 3.26 -4.09
N 2.30 2.62 -3.18
H 5.33 3.60 -4.22
H 3.94 4.79 -5.92
H 1.44 4.55 -5.81
H 0.49 3.12 -4.01
*
```

Löwdin population analysis, charges in e, atoms 1 to 4:
1. Cs 0.873
2. Br 0.615
3. C -0.716
4. C -0.157

---

C5H30N2O9 | ωB97M-V/def2-TZVPD

**HOMO-LUMO gap**: 0.3362 Eh
**Highest occupied orbital energy**: -9.1 eV
**F_max**: 9.3 eV/Å

Structure (ORCA input):
```
! RIJCOSX wB97M-V def2-TZVPD def2/J DEFGRID3
* xyz 0 1
C 1.95 2.72 -0.74
C 0.81 1.72 -0.29
O 0.47 1.94 1.10
C 1.52 0.36 -0.44
N 0.59 -0.77 0.00
C 1.18 -2.08 -0.08
C 0.21 -3.15 0.53
N 0.43 -3.23 2.02
H 2.20 2.78 -1.77
H 2.89 2.43 -0.27
H 1.58 3.69 -0.34
H -0.18 1.85 -0.80
H 1.37 1.73 1.59
H 2.53 0.33 0.06
H 1.69 0.24 -1.56
H 0.12 -0.54 0.84
H 1.26 -2.28 -1.14
H 2.20 -2.27 0.38
H 0.64 -4.19 0.29
H -0.81 -3.10 0.31
H 0.01 -2.34 2.43
H 1.39 -3.16 2.14
O -4.30 0.93 -0.06
H -4.73 0.48 0.58
H -3.74 0.40 -0.65
O -2.48 2.73 0.60
H -1.85 2.04 0.90
H -3.05 2.09 0.08
O -2.43 -0.65 -1.65
H -1.70 -0.82 -1.08
H -2.03 -0.46 -2.49
O 2.92 -0.41 2.72
H 2.38 0.01 3.33
H 2.73 -1.30 2.71
O -0.52 0.54 -3.00
H -0.78 1.36 -2.51
H -0.40 0.15 -2.19
O -1.16 2.90 -1.95
H -1.73 3.12 -1.12
H -0.72 3.70 -2.28
O -0.29 -2.64 -2.30
H 0.30 -2.92 -2.86
H -0.87 -3.16 -1.97
O 0.28 -0.54 3.45
H 0.28 0.37 3.19
H -0.19 -0.60 4.28
*
```

Löwdin population analysis, charges in e, atoms 1 to 4:
1. C -0.036
2. C -0.407
3. O -0.092
4. C -0.165

---

C22H18MgN7O6S | ωB97M-V/def2-TZVPD

**HOMO-LUMO gap**: 0.2994 Eh
**Highest occupied orbital energy**: -5.5 eV
**F_max**: 2.4 eV/Å

Structure (ORCA input):
```
! RIJCOSX wB97M-V def2-TZVPD def2/J DEFGRID3
* xyz -1 1
Mg -0.29 -0.93 -0.55
O -3.39 -3.23 -1.71
C -2.33 -2.72 -1.36
O -2.11 -1.54 -0.99
C -1.06 -3.59 -1.32
C -0.89 -4.89 -1.77
C 0.38 -5.44 -1.71
C 1.43 -4.70 -1.19
C 1.17 -3.40 -0.76
N -0.05 -2.90 -0.83
C 2.17 -2.37 -0.20
O 3.35 -2.71 -0.07
O 1.65 -1.27 0.10
H -1.74 -5.44 -2.17
H 0.57 -6.44 -2.09
H 2.43 -5.09 -1.11
N 4.65 4.12 0.55
C 3.73 3.36 -0.17
C 4.02 2.05 -0.55
C 3.06 1.27 -1.17
C 1.81 1.80 -1.43
C 1.51 3.10 -1.07
C 2.46 3.88 -0.44
S 0.43 0.93 -2.15
O 0.10 1.59 -3.39
O 0.72 -0.48 -2.30
N -0.68 1.02 -0.99
C -1.71 1.85 -1.09
N -2.83 1.53 -0.40
C -3.92 2.19 -0.69
C -3.97 3.22 -1.62
C -2.73 3.61 -2.10
N -1.61 2.97 -1.84
H 5.62 3.87 0.45
H 4.47 5.11 0.55
H 5.00 1.65 -0.34
H 3.27 0.24 -1.44
H 0.53 3.48 -1.29
H 2.23 4.89 -0.13
H -4.82 1.89 -0.15
H -4.88 3.73 -1.89
H -2.63 4.49 -2.73
N -1.42 -0.48 5.55
C -1.27 -0.72 4.20
C -2.02 -0.04 3.24
C -1.74 -0.22 1.90
N -0.79 -1.04 1.47
C -0.11 -1.73 2.37
C -0.31 -1.62 3.73
H -2.28 -0.05 5.83
H -1.04 -1.16 6.18
H -2.80 0.64 3.55
H -2.29 0.29 1.12
H 0.64 -2.40 1.98
H 0.29 -2.19 4.42
*
```

Löwdin population analysis, charges in e, atoms 1 to 4:
1. Mg 0.468
2. O 0.020
3. C -0.606
4. O -0.050

---

C30H32ClFeN3SSi2 | ωB97M-V/def2-TZVPD

**HOMO-LUMO gap (spin up / spin down)**: 0.2329 / 0.2217 Eh
**<S²>**: 8.773
**Highest occupied orbital energy (spin up / spin down)**: -9.3 / -10.4 eV
**F_max**: 4.0 eV/Å

Structure (ORCA input):
```
! RIJCOSX wB97M-V def2-TZVPD def2/J DEFGRID3
* xyz 1 6
C -1.07 -0.29 5.40
C -1.97 0.09 4.35
C -1.99 -0.97 3.39
H -2.58 0.99 4.33
C -1.10 -2.00 3.84
C -0.52 -1.59 5.08
H 0.14 -2.18 5.69
H -0.95 0.22 6.35
H -2.66 -1.04 2.54
H -0.96 -2.97 3.36
Fe 0.04 -0.18 3.55
Si 1.09 0.06 -2.47
C 0.99 1.59 -3.51
C 2.06 1.97 -4.34
H 3.03 1.45 -4.26
C 1.89 2.98 -5.30
H 2.69 3.23 -6.00
C 0.68 3.70 -5.33
H 0.56 4.53 -6.04
C -0.35 3.39 -4.44
H -1.25 4.01 -4.39
C -0.22 2.29 -3.58
H -1.07 1.98 -2.97
C 1.26 -1.32 -3.71
C 0.51 -1.26 -4.90
H 0.04 -0.32 -5.21
C 0.38 -2.39 -5.71
H -0.31 -2.38 -6.56
C 1.13 -3.53 -5.42
H 1.03 -4.42 -6.04
C 2.03 -3.52 -4.34
H 2.67 -4.39 -4.16
C 2.11 -2.41 -3.49
H 2.83 -2.37 -2.67
H -0.21 -0.10 -1.82
Si 0.20 0.09 1.34
C -0.47 -1.49 0.52
C -1.65 -1.50 -0.24
H -2.09 -0.57 -0.61
C -2.25 -2.72 -0.59
H -3.18 -2.72 -1.17
C -1.66 -3.92 -0.20
H -2.14 -4.87 -0.44
C -0.43 -3.91 0.47
H 0.07 -4.85 0.72
C 0.18 -2.70 0.80
H 1.17 -2.70 1.26
C -0.86 1.54 0.80
C -2.18 1.73 1.23
H -2.63 1.06 1.97
C -2.95 2.78 0.73
H -3.95 2.95 1.13
C -2.43 3.62 -0.26
H -3.06 4.41 -0.70
C -1.11 3.46 -0.68
H -0.69 4.13 -1.44
C -0.32 2.45 -0.12
H 0.73 2.35 -0.43
H 2.16 0.07 -1.44
Cl 2.20 0.63 1.07
N 0.62 1.60 4.38
N 1.22 1.25 5.65
C 2.05 0.19 5.56
N 2.79 -0.13 6.62
S 2.02 -0.80 4.16
H 1.33 2.10 3.81
H -0.11 2.30 4.55
H 1.54 2.03 6.23
H 3.29 -1.01 6.61
H 2.63 0.30 7.52
*
```

Löwdin population analysis, charges in e, atoms 1 to 4:
1. C -0.180
2. C -0.155
3. C -0.175
4. H 0.123

---

Al2F3NO4S2 | ωB97M-V/def2-TZVPD

**HOMO-LUMO gap**: 0.1239 Eh
**Highest occupied orbital energy**: -26.6 eV
**F_max**: 9.4 eV/Å

Structure (ORCA input):
```
! RIJCOSX wB97M-V def2-TZVPD def2/J DEFGRID3
* xyz 4 1
Al -0.38 4.04 4.77
Al -2.75 0.29 1.22
N -0.37 -0.56 -0.35
S -0.07 -1.38 -1.84
O 0.36 -2.76 -1.77
O 0.43 -0.56 -2.93
F -1.59 -1.40 -2.17
S 1.11 -0.14 -0.15
O 1.29 1.22 -0.62
O 2.18 -1.08 -0.26
F 0.94 0.10 1.41
F -1.15 2.21 2.69
*
```

Löwdin population analysis, charges in e, atoms 1 to 4:
1. Al 1.720
2. Al 1.553
3. N -0.066
4. S 0.661

---

C20H48CuF6NO22S8 | ωB97M-V/def2-TZVPD

**HOMO-LUMO gap (spin up / spin down)**: 0.3357 / 0.1163 Eh
**<S²>**: 2.014
**Highest occupied orbital energy (spin up / spin down)**: -15.0 / -15.0 eV
**F_max**: 6.8 eV/Å

Structure (ORCA input):
```
! RIJCOSX wB97M-V def2-TZVPD def2/J DEFGRID3
* xyz 2 3
Cu -6.25 -10.40 6.83
C -10.42 -9.72 8.91
F -10.68 -10.84 8.17
F -11.45 -8.94 8.88
F -10.21 -10.06 10.17
S -8.88 -8.73 8.18
O -9.17 -8.75 6.68
O -8.90 -7.35 8.70
N -7.46 -9.76 8.43
S -7.18 -9.65 9.99
O -5.76 -9.40 10.30
O -8.04 -8.84 10.82
C -7.52 -11.54 10.57
F -6.59 -12.32 10.06
F -7.56 -11.62 11.86
F -8.63 -11.96 10.01
O -3.81 -10.56 3.04
S -3.61 -10.58 4.45
O -4.74 -10.92 5.36
O -2.25 -11.46 4.82
C -1.10 -11.43 4.03
C -0.19 -12.28 4.87
C -2.82 -9.05 5.03
H -0.71 -10.43 3.82
H -1.41 -11.78 3.04
H 0.21 -11.75 5.73
H 0.59 -12.73 4.26
H -0.65 -13.16 5.34
H -3.68 -8.38 4.95
H -2.09 -8.65 4.33
H -2.37 -9.08 6.02
O -9.43 -12.44 5.23
S -8.60 -11.54 4.48
O -7.63 -10.73 5.20
O -7.73 -12.33 3.26
C -8.31 -13.30 2.51
C -7.45 -14.00 1.43
C -9.62 -10.41 3.44
H -9.23 -13.01 2.00
H -8.61 -14.08 3.21
H -7.86 -14.74 0.74
H -6.57 -14.44 1.90
H -6.99 -13.19 0.86
H -8.95 -9.84 2.80
H -10.20 -9.75 4.09
H -10.17 -11.14 2.83
O -6.43 -12.54 6.76
S -6.30 -13.97 6.43
O -7.32 -14.71 5.75
O -4.93 -13.97 5.50
C -4.64 -15.06 4.81
C -3.14 -15.15 4.61
C -5.56 -14.91 7.83
H -5.15 -15.04 3.85
H -4.98 -16.00 5.25
H -2.84 -15.97 3.96
H -2.51 -15.11 5.50
H -2.82 -14.24 4.09
H -4.82 -15.60 7.43
H -6.38 -15.49 8.27
H -5.20 -14.13 8.50
O -4.74 -8.68 7.48
S -4.28 -7.42 8.05
O -3.31 -7.45 9.14
O -3.75 -6.46 6.87
C -2.94 -5.32 7.07
C -1.48 -5.74 6.75
C -5.77 -6.51 8.57
H -3.18 -5.01 8.09
H -3.35 -4.56 6.40
H -1.28 -6.69 7.25
H -0.76 -5.09 7.24
H -1.35 -5.70 5.67
H -6.60 -6.62 7.88
H -5.50 -5.46 8.67
H -6.06 -6.96 9.51
O -1.93 -11.36 7.69
S -3.08 -11.60 8.60
O -4.47 -11.32 8.24
O -2.91 -13.16 9.14
C -1.63 -13.76 9.04
C -1.82 -15.28 9.05
C -2.78 -10.76 10.21
H -1.14 -13.46 9.97
H -1.03 -13.50 8.17
H -2.12 -15.65 8.07
H -2.59 -15.61 9.75
H -0.86 -15.72 9.32
H -1.74 -10.78 10.56
H -3.53 -11.21 10.85
H -3.32 -9.82 10.14
O -6.10 -8.50 5.29
S -6.71 -7.59 4.30
O -7.33 -8.23 3.17
O -7.80 -6.67 5.14
C -8.63 -5.91 4.39
C -9.30 -4.76 5.18
C -5.52 -6.21 3.71
H -9.41 -6.50 3.90
H -8.14 -5.44 3.54
H -10.03 -5.19 5.87
H -9.93 -4.10 4.59
H -8.57 -4.10 5.64
H -4.75 -6.70 3.10
H -5.02 -5.73 4.54
H -5.97 -5.38 3.17
*
```

Löwdin population analysis, charges in e, atoms 1 to 4:
1. Cu 0.756
2. C -0.605
3. F 0.153
4. F 0.233

---

CH2NO2S2 | ωB97M-V/def2-TZVPD

**HOMO-LUMO gap**: 0.2625 Eh
**Highest occupied orbital energy**: -3.6 eV
**F_max**: 6.3 eV/Å

Structure (ORCA input):
```
! RIJCOSX wB97M-V def2-TZVPD def2/J DEFGRID3
* xyz -1 1
N -0.25 -1.14 0.37
C -0.51 0.38 0.54
S -1.52 1.03 1.61
S 0.40 1.08 -1.01
O 1.43 1.96 -0.37
O 0.95 -0.19 -1.56
H -0.78 -1.90 0.87
H 0.28 -1.22 -0.45
*
```

Löwdin population analysis, charges in e, atoms 1 to 4:
1. N -0.029
2. C -0.970
3. S 0.498
4. S 0.623

---

C30H44Cl17N3O6PS2 | ωB97M-V/def2-TZVPD

**HOMO-LUMO gap**: 0.2818 Eh
**Highest occupied orbital energy**: -10.3 eV
**F_max**: 6.0 eV/Å

Structure (ORCA input):
```
! RIJCOSX wB97M-V def2-TZVPD def2/J DEFGRID3
* xyz 1 1
C 3.16 -4.07 1.77
C 2.26 -3.76 0.51
O 1.49 -2.56 0.77
C 1.95 -1.46 -0.01
C 0.97 -0.95 -1.20
C -0.50 -1.46 -1.01
C -0.56 -2.97 -1.51
C -2.07 -3.44 -1.74
S -3.20 -2.89 -0.40
C -4.72 -2.40 -1.31
S -5.20 -3.18 -2.69
N -5.45 -1.33 -0.71
C -6.54 -0.83 -1.57
C -7.23 0.44 -0.89
O -6.92 0.53 0.52
C -7.20 -0.79 1.03
C -6.12 -1.83 0.52
C 1.27 0.63 -1.28
C 0.07 1.32 -2.02
C -0.21 1.07 -3.54
C 0.05 -0.29 -4.23
O -1.03 -1.24 -4.08
C 2.46 0.82 -2.30
C 2.72 2.09 -3.01
C 3.85 2.24 -3.91
C 4.68 1.05 -4.07
N 4.48 -0.14 -3.49
C 3.42 -0.23 -2.65
N 1.50 1.05 0.18
C 2.65 1.93 0.54
Cl 2.62 3.62 -0.20
C 4.11 1.41 0.30
C 5.09 2.07 1.36
P 0.08 1.80 1.02
O 0.29 1.98 2.48
O -0.39 3.23 0.39
O -1.29 0.89 0.91
C 1.57 -0.24 0.98
C 2.38 -0.37 2.32
H 3.01 -3.34 2.60
H 2.94 -5.08 2.21
H 4.23 -4.12 1.44
H 2.82 -3.73 -0.46
H 1.51 -4.60 0.43
H 3.05 -1.39 -0.18
H 1.32 -1.59 -2.04
H -1.28 -0.93 -1.60
H -0.86 -1.51 0.05
H -0.07 -3.11 -2.50
H -0.15 -3.69 -0.75
H -2.07 -4.54 -1.88
H -2.38 -2.98 -2.72
H -7.33 -1.60 -1.73
H -6.10 -0.49 -2.54
H -8.34 0.29 -0.98
H -6.91 1.37 -1.42
H -8.23 -1.12 0.72
H -7.21 -0.72 2.14
H -5.37 -2.01 1.34
H -6.66 -2.79 0.26
H -0.92 1.17 -1.50
H 0.26 2.43 -1.92
H -1.30 1.30 -3.72
H 0.31 1.86 -4.16
H 1.05 -0.77 -4.00
H 0.10 -0.09 -5.34
H -1.02 -1.85 -4.83
H 2.06 2.97 -2.82
H 4.06 3.21 -4.43
H 5.55 1.15 -4.76
H 3.28 -1.24 -2.20
H 2.64 2.21 1.63
H 4.47 1.79 -0.69
H 4.24 0.30 0.38
H 4.97 3.18 1.25
H 6.16 1.85 1.08
H 4.86 1.78 2.41
H -0.28 3.88 1.11
H -1.63 0.72 1.81
H 0.59 -0.67 1.34
H 3.46 -0.64 2.13
H 2.37 0.54 2.97
H 1.96 -1.20 2.94
C 6.69 -3.58 -3.98
Cl 5.56 -2.32 -3.41
Cl 8.00 -2.82 -4.88
Cl 7.36 -4.46 -2.59
Cl 5.82 -4.71 -5.04
C -0.33 3.22 5.79
Cl 0.72 4.26 4.80
Cl -0.17 3.68 7.49
Cl -2.01 3.42 5.27
Cl 0.16 1.53 5.59
C -10.03 2.35 2.14
Cl -11.35 3.24 2.92
Cl -10.67 0.88 1.38
Cl -9.27 3.37 0.91
Cl -8.82 1.90 3.37
C 4.15 4.42 8.28
Cl 5.80 4.05 7.76
Cl 3.77 3.49 9.74
Cl 4.00 6.15 8.62
Cl 3.01 3.97 6.99
*
```

Löwdin population analysis, charges in e, atoms 1 to 4:
1. C -0.055
2. C -0.206
3. O -0.145
4. C -0.205